1.
The following is a quantum chemistry calculation of 2 unconnected molecules or ions with the total composition C2H7N2O, from the OMol25 dataset.

The geometry in ORCA input format:
```
! RIJCOSX wB97M-V def2-TZVPD def2/J DEFGRID3
* xyz -1 1
C -1.0455 -0.1490 1.6046
O -0.6069 -1.2989 1.0401
H -1.0423 0.7474 0.9586
H -0.4855 0.1881 2.4994
H -2.0903 -0.1244 1.9667
N 1.8836 0.2757 -1.3966
C 0.5877 -0.3200 -1.2961
N -0.3335 0.5263 -1.6231
H 2.5726 -0.0015 -0.7390
H 1.9149 1.2628 -1.6548
H -0.1117 -1.2009 0.1557
H -1.2432 0.0946 -1.5155
*
```

Properties
HOMO level, eV: -2.33
Kohn-Sham gap, eV: 6.692



2.
The following is a quantum chemistry calculation of a molecular structure, C4H6ClNOS, from the OMol25 dataset.

The geometry in ORCA input format:
```
! RIJCOSX wB97M-V def2-TZVPD def2/J DEFGRID3
* xyz 0 3
C -0.3248 -2.2530 -0.4583
C 1.0431 1.1867 0.6083
C 0.9519 -0.0765 -0.3066
C -0.2096 -1.0190 0.1442
N -0.3896 -3.2083 -1.1172
O -1.5986 1.0305 -1.4867
S -2.0932 0.1052 -0.4973
Cl -2.4430 1.1957 1.1166
H 0.1597 1.6719 0.4385
H 1.1725 0.9746 1.7485
H 1.9571 1.6543 0.3317
H 1.8577 -0.7200 -0.4681
H 0.5898 0.3620 -1.1668
H -0.6729 -0.9042 1.1133
*
```

Properties
HOMO level (alpha / beta), eV: -7.18 / -11.63
Kohn-Sham gap (alpha / beta), eV: 7.356 / 8.667



3.
The following is a quantum chemistry calculation of a gas-phase ion, C5H10N3O2S (charge +1), from the OMol25 dataset.

The geometry in ORCA input format:
```
! RIJCOSX wB97M-V def2-TZVPD def2/J DEFGRID3
* xyz 1 3
C 0.5265 -0.2736 1.9288
C -0.3946 -1.3374 1.6475
C -0.1927 0.0977 -0.1528
C 1.5140 1.5956 0.6599
C -1.0509 1.1636 -2.6962
N 0.6193 0.4930 0.8795
N -0.9272 -1.1550 0.3770
N -0.7324 -2.3522 2.4809
O 1.4431 0.4617 -2.2438
O -0.2001 -1.4449 -2.1979
S 0.0996 -0.0204 -1.9302
H 1.0096 0.0078 2.8419
H 1.7752 1.5230 -0.4381
H 0.9720 2.6247 0.6108
H 2.3178 1.7228 1.4265
H -2.0938 1.2849 -2.2946
H -0.5397 2.1854 -2.7154
H -1.0520 0.5980 -3.6920
H -1.1137 -1.8675 -0.3356
H -0.6174 -2.2786 3.5566
H -1.3626 -3.0289 2.2871
*
```

Properties
HOMO level (alpha / beta), eV: -10.79 / -14.85
Kohn-Sham gap (alpha / beta), eV: 7.846 / 8.203



4.
The following is a quantum chemistry calculation of a molecular structure, C35H30Cl4CuF9O6P2, from the OMol25 dataset.

The geometry in ORCA input format:
```
! RIJCOSX wB97M-V def2-TZVPD def2/J DEFGRID3
* xyz -1 2
Cu -0.0965 1.2634 1.4571
Cl 1.5780 -2.8185 6.2932
C 1.6426 -1.6383 5.0343
C 2.8072 -0.9286 4.7890
Cl 4.2182 -1.2158 5.7430
C 2.8272 0.0335 3.7748
Cl 4.2483 0.9694 3.4770
C 1.6922 0.3161 3.0148
O 1.6439 1.2913 2.1336
C 0.5227 -0.4663 3.2156
O -0.5061 -0.2688 2.4116
C 0.5074 -1.4017 4.2502
Cl -0.9642 -2.2338 4.5858
C 0.0043 3.3466 -2.6361
C -1.4462 3.7074 -2.3231
C -1.5472 5.1681 -1.8931
C -2.3194 3.4373 -3.5450
O -1.9725 2.8307 -1.2985
P -1.5322 2.7925 0.2393
O -0.0454 2.9527 0.4424
O -1.9934 1.4680 0.7876
O -2.2479 4.0507 0.9139
C -3.6088 4.0896 1.4116
C -4.5620 3.2530 0.5557
C -4.0183 5.5583 1.3562
C -3.6048 3.5871 2.8530
H 0.3707 3.9388 -3.4750
H 0.0578 2.2904 -2.9035
H 0.6286 3.5171 -1.7620
H -1.2206 5.8193 -2.7039
H -0.9292 5.3453 -1.0131
H -2.5777 5.4174 -1.6371
H -1.9476 3.9988 -4.4018
H -3.3517 3.7286 -3.3474
H -2.3000 2.3713 -3.7703
H -4.6234 3.6623 -0.4538
H -5.5528 3.2553 1.0096
H -4.1960 2.2310 0.4923
H -4.0507 5.9061 0.3232
H -3.2980 6.1690 1.9004
H -5.0053 5.6848 1.8014
H -3.2342 2.5624 2.8793
H -4.6127 3.6229 3.2668
H -2.9497 4.2127 3.4603
F 0.8097 -5.9578 -5.8383
C 1.8460 -5.2278 -5.3849
F 2.8040 -6.1069 -5.0118
F 2.3471 -4.5670 -6.4544
C 1.4684 -4.2974 -4.2755
C 0.1810 -4.2916 -3.7538
C -0.1360 -3.4084 -2.7390
C 0.8135 -2.5217 -2.2263
C 2.0973 -2.5381 -2.7643
C 2.4249 -3.4238 -3.7785
P 0.2158 -1.3464 -0.9253
C -0.2706 -2.6677 0.2565
C -1.5856 -2.6109 0.7102
C -2.1205 -3.6533 1.4459
C -1.3169 -4.7327 1.7779
C 0.0083 -4.7820 1.3704
C 0.5200 -3.7658 0.5833
C -1.8696 -5.8954 2.5419
F -1.0551 -6.3109 3.5275
F -2.0432 -6.9748 1.7285
F -3.0718 -5.6493 3.0917
C 1.8265 -0.6321 -0.4114
C 2.0251 0.6623 -0.8923
C 3.2324 1.3094 -0.7115
C 4.2560 0.6556 -0.0423
C 4.0575 -0.6087 0.4883
C 2.8418 -1.2488 0.3114
C 5.5807 1.3446 0.0700
F 6.5036 0.6239 0.7295
F 6.1040 1.5870 -1.1644
F 5.5037 2.5435 0.6743
H -0.5595 -4.9769 -4.1420
H -1.1385 -3.4055 -2.3270
H 2.8546 -1.8628 -2.3876
H 3.4271 -3.4441 -4.1877
H -2.1816 -1.7372 0.4813
H -3.1499 -3.6305 1.7743
H 0.6279 -5.6220 1.6570
H 1.5284 -3.8590 0.2036
H 1.2201 1.1583 -1.4157
H 3.3829 2.3132 -1.0871
H 4.8526 -1.0919 1.0385
H 2.7037 -2.2260 0.7499
*
```

Properties
HOMO level (alpha / beta), eV: -4.63 / -4.59
Kohn-Sham gap (alpha / beta), eV: 6.861 / 6.816



5.
The following is a quantum chemistry calculation of C5H4O2 in the gas phase, from the OMol25 dataset.

The geometry in ORCA input format:
```
! RIJCOSX wB97M-V def2-TZVPD def2/J DEFGRID3
* xyz 0 1
O -0.8230 0.4103 -2.6515
C -0.3355 -0.2251 -1.8102
C 0.2288 -1.0361 -0.9262
C 0.0435 -0.9837 0.5246
C -0.0766 0.1160 1.2765
C 0.0599 1.4755 0.6926
O -0.7286 1.9687 -0.0817
H 0.8175 -1.8343 -1.3685
H 0.0419 -1.9532 1.0177
H -0.2113 0.0384 2.3529
H 0.9834 2.0235 0.9736
*
```

Properties
HOMO level, eV: -8.81
Kohn-Sham gap, eV: 9.403
SMILES: O=C=C/C=C\C=O



6.
The following is a quantum chemistry calculation of 2 unconnected molecules or ions with the total composition C10H16O, from the OMol25 dataset.

The geometry in ORCA input format:
```
! RIJCOSX wB97M-V def2-TZVPD def2/J DEFGRID3
* xyz 0 1
C 0.4164 2.9349 -2.1858
C -0.4354 1.7717 -1.8180
C -0.1858 0.5005 -2.3972
C -0.9530 -0.6185 -2.1803
C -2.0799 -0.4796 -1.3249
O -2.8113 -1.6233 -1.1421
C -2.2334 0.6822 -0.6350
C -1.4713 1.8486 -0.9378
H 0.5365 3.6933 -1.4091
H 0.0479 3.3447 -3.1274
H 1.4631 2.6657 -2.3892
H 0.7853 0.3854 -2.8670
H -0.7008 -1.5397 -2.6777
H -3.5143 -1.3969 -0.5427
H -3.0264 0.7207 0.1126
H -1.7386 2.6606 -0.2703
C 2.1255 -0.8716 3.3502
C 1.1222 -0.9881 2.1764
C 1.0173 -2.3639 1.5113
H 2.9653 -1.4982 3.0709
H 1.6925 -1.0706 4.3347
H 2.4674 0.1611 3.4810
H 0.1499 -0.5577 2.4283
H 1.5260 -0.2382 1.4773
H 1.3342 -2.4391 0.4726
H 1.5207 -3.0327 2.2052
H -0.0199 -2.6511 1.2840
*
```

Properties
HOMO level, eV: -8.49
Kohn-Sham gap, eV: 9.320
SMILES: Cc1ccc(O)cc1.CCC



Per-record largest force on an atom, eV/A: 2.61; 4.96; 5.30; 1.20; 1.09; 2.45
Per-record energy relative to the best compared isomer or geometry (same formula, charge and spin), eV: 1.331; 0.294; 0.654; 0.327; 1.541; 1.534